No. 1
# C2H3ClFI

A structure of composition C2H3ClFI in a non-equilibrium geometry (ωB97M-V/def2-TZVPD, OMol25).

* HOMO level (spin up / spin down): -9.5 / -9.5 eV
* Kohn-Sham gap (spin up / spin down): 7.57 / 7.57 eV
* E: -935.634997 Eh
* ΔE to the lowest compared entry with this formula, charge and spin: 62.0 kcal/mol

Positions of all 8 atoms, in Å:
C1 -0.792 -0.200 -0.400
C2 0.396 0.519 0.086
F1 1.716 -1.409 0.739
Cl1 1.505 1.150 -0.972
I1 0.477 1.105 2.072
H1 -0.855 -1.176 0.086
H2 -1.698 0.348 -0.133
H3 -0.749 -0.338 -1.478

=====

No. 2
# C6H16NP

The molecule C6H16NP in a non-equilibrium geometry (ωB97M-V/def2-TZVPD, OMol25).

* HOMO level: -7.5 eV
* Kohn-Sham gap: 8.35 eV
* E: -634.264727 Eh
* ΔE to the lowest compared entry with this formula, charge and spin: 0.0 kcal/mol
* SMILES: C=[P@](C)(CCC)NC

Positions of all 24 atoms, in Å:
C1 -2.030 1.314 -1.240
C2 3.093 0.032 -0.335
C3 -1.444 -2.210 -0.143
C4 -0.869 1.541 1.586
C5 1.676 -0.152 0.195
C6 0.645 0.422 -0.771
N1 -1.182 -1.054 0.692
P1 -1.066 0.491 -0.111
H1 -1.864 0.944 -2.247
H2 -3.082 1.363 -0.986
H3 3.204 -0.434 -1.311
H4 3.326 1.091 -0.434
H5 3.816 -0.415 0.345
H6 -1.170 -3.118 0.398
H7 -2.490 -2.295 -0.462
H8 -0.823 -2.135 -1.036
H9 -0.444 2.496 1.297
H10 -1.865 1.687 1.992
H11 -0.241 0.999 2.282
H12 1.590 0.352 1.158
H13 1.474 -1.210 0.354
H14 0.881 1.458 -1.029
H15 0.642 -0.146 -1.705
H16 -1.779 -1.020 1.511

=====

No. 3
# C3H4N2O2

A structure of composition C3H4N2O2 in a non-equilibrium geometry (ωB97M-V/def2-TZVPD, OMol25).

* HOMO level: -8.0 eV
* Kohn-Sham gap: 8.69 eV
* E: -376.655843 Eh
* ΔE to the lowest compared entry with this formula, charge and spin: 67.7 kcal/mol

Positions of all 11 atoms, in Å:
N1 -1.780 -0.432 -0.121
C1 -0.473 -0.076 -0.002
C2 0.042 1.150 0.241
O1 1.333 0.996 0.836
C3 1.720 0.022 0.002
O2 2.721 0.031 -0.641
N2 0.595 -0.966 -0.099
H1 -2.085 -1.310 -0.503
H2 -2.458 0.304 -0.016
H3 -0.190 2.144 -0.085
H4 0.575 -1.863 0.388

=====

No. 4
# C4H11B

The molecule C4H11B in a non-equilibrium geometry (ωB97M-V/def2-TZVPD, OMol25).

* HOMO level: -10.1 eV
* Kohn-Sham gap: 10.71 eV
* E: -183.767418 Eh
* ΔE to the lowest compared entry with this formula, charge and spin: 49.8 kcal/mol
* SMILES: CBCCC

Positions of all 16 atoms, in Å:
B1 1.234 0.741 0.283
C1 -1.414 -1.109 0.255
C2 2.230 -0.521 -0.243
C3 -1.476 0.233 -0.533
C4 -0.439 1.202 0.048
H1 -0.897 1.617 1.031
H2 1.719 1.168 1.239
H3 -2.038 -1.784 -0.317
H4 -1.568 -0.982 1.324
H5 -0.342 -1.276 0.251
H6 2.993 -0.054 -0.937
H7 1.837 -1.327 -0.798
H8 2.671 -0.912 0.763
H9 -1.661 -0.022 -1.629
H10 -2.446 0.801 -0.347
H11 -0.404 2.227 -0.390

=====

No. 5
# C5H8O

A structure of composition C5H8O (ωB97M-V/def2-TZVPD, OMol25).

* HOMO level: -8.3 eV
* Kohn-Sham gap: 9.31 eV
* E: -270.332752 Eh
* ΔE to the lowest compared entry with this formula, charge and spin: 141.3 kcal/mol

Positions of all 14 atoms, in Å:
C1 -1.378 1.198 0.703
C2 -0.228 0.086 -0.853
C3 1.221 0.337 -0.437
C4 1.244 -1.178 -0.311
O1 0.520 -1.502 0.850
C5 -0.246 -1.284 -0.350
H1 -0.841 0.636 1.466
H2 -2.448 1.006 0.765
H3 -1.150 2.261 0.764
H4 -1.177 0.962 -0.436
H5 1.466 0.826 0.511
H6 1.780 0.786 -1.258
H7 1.958 -1.894 -0.705
H8 -0.881 -2.101 -0.670

=====

No. 6
# C21H30Br36N4O4PS2

A structure of composition C21H30Br36N4O4PS2 in a non-equilibrium geometry (ωB97M-V/def2-TZVPD, OMol25).

* HOMO level: -5.2 eV
* Kohn-Sham gap: 6.09 eV
* E: -95140.326089 Eh
* net charge: -1

Positions of all 98 atoms, in Å:
N1 2.168 3.282 1.571
P1 0.958 2.685 2.345
O1 1.588 1.573 3.370
O2 0.284 3.967 3.156
C1 -0.285 1.868 1.179
N2 -1.404 1.146 1.926
C2 -1.532 1.367 3.097
S1 -1.551 1.440 4.677
C3 0.492 0.648 0.485
O3 1.607 0.818 -0.055
O4 -0.083 -0.445 0.567
N3 -0.869 2.810 0.285
C4 -2.234 3.243 0.483
C5 -3.306 2.354 -0.215
C6 -4.690 3.020 -0.113
N4 -5.006 3.421 1.272
C7 -0.201 3.178 -0.938
C8 0.624 4.512 -0.900
C9 0.033 5.574 0.035
S2 1.304 6.836 0.440
H1 2.192 4.286 1.746
H2 1.335 0.681 3.076
H3 0.346 3.726 4.097
H4 -2.328 4.230 -0.010
H5 -2.518 3.442 1.519
H6 -3.358 1.425 0.369
H7 -3.016 2.131 -1.250
H8 -4.676 3.929 -0.734
H9 -5.477 2.340 -0.458
H10 -4.950 4.422 1.394
H11 -5.914 3.090 1.565
H12 -0.978 3.373 -1.694
H13 0.462 2.440 -1.394
H14 1.689 4.328 -0.746
H15 0.551 4.921 -1.923
H16 -0.443 5.185 0.936
H17 -0.743 6.107 -0.530
H18 1.055 7.129 1.737
C10 3.370 -2.715 -0.969
Br1 2.048 -3.433 -2.185
Br2 4.864 -1.941 -1.924
Br3 2.563 -1.478 0.265
H19 3.760 -3.548 -0.401
C11 0.159 -1.871 6.490
Br4 -1.618 -2.606 6.469
Br5 1.406 -2.962 7.477
Br6 0.725 -1.551 4.687
H20 0.111 -0.914 6.992
C12 0.203 10.361 -1.372
Br7 -0.959 11.272 -0.128
Br8 -0.769 9.713 -2.908
Br9 1.698 11.464 -1.888
H21 0.608 9.495 -0.859
C13 4.562 2.390 6.002
Br10 6.182 1.931 6.952
Br11 4.928 3.177 4.286
Br12 3.375 0.884 5.839
H22 4.050 3.137 6.593
C14 -3.983 -2.970 2.867
Br13 -5.459 -3.249 1.651
Br14 -3.222 -4.644 3.457
Br15 -2.638 -1.814 2.112
H23 -4.382 -2.475 3.742
C15 7.208 -5.485 -0.396
Br16 5.964 -4.810 0.912
Br17 6.308 -6.249 -1.920
Br18 8.485 -4.143 -0.924
H24 7.763 -6.283 0.077
C16 -4.467 3.273 -4.304
Br19 -4.734 1.378 -4.069
Br20 -6.059 4.290 -3.915
Br21 -2.957 3.857 -3.267
H25 -4.232 3.442 -5.345
C17 -0.324 -6.815 -2.013
Br22 -0.963 -5.641 -3.408
Br23 1.596 -6.960 -2.037
Br24 -0.982 -6.290 -0.280
H26 -0.721 -7.799 -2.220
C18 12.066 -6.624 -0.242
Br25 10.410 -6.864 0.710
Br26 13.544 -7.450 0.680
Br27 11.932 -7.228 -2.066
H27 12.264 -5.561 -0.272
C19 4.596 -7.050 -5.700
Br28 3.965 -5.487 -4.775
Br29 4.646 -8.591 -4.538
Br30 3.583 -7.397 -7.305
H28 5.614 -6.852 -6.006
C20 -5.252 -4.130 -4.276
Br31 -5.379 -2.208 -4.383
Br32 -6.965 -4.944 -3.938
Br33 -4.399 -4.873 -5.835
H29 -4.619 -4.359 -3.428
C21 -10.085 -2.545 -1.749
Br34 -11.450 -3.276 -2.901
Br35 -8.517 -2.033 -2.741
Br36 -10.762 -1.094 -0.673
H30 -9.789 -3.333 -1.070

=====

No. 7
# FeH12O10P

A structure of composition FeH12O10P in a non-equilibrium geometry (ωB97M-V/def2-TZVPD, OMol25).

* spin multiplicity: 5
* HOMO level (spin up / spin down): -1.6 / -1.6 eV
* Kohn-Sham gap (spin up / spin down): 2.98 / 2.94 eV
* ⟨S²⟩: 6.0092
* E: -2364.784176 Eh
* ΔE to the lowest compared entry with this formula, charge and spin: 30.6 kcal/mol
* net charge: -1

Positions of all 24 atoms, in Å:
Fe1 0.144 -0.146 0.524
P1 1.032 1.930 -0.720
O1 -0.400 1.500 -0.253
O2 1.224 2.716 -2.035
O3 1.671 0.537 -0.668
O4 1.650 3.047 0.219
O5 2.157 -1.128 -2.546
H1 2.021 -0.593 -3.328
H2 1.857 -0.577 -1.823
O6 -2.814 1.403 -1.148
H3 -1.920 1.292 -0.827
H4 -3.346 0.851 -0.576
O7 -1.846 -0.784 1.363
H5 -2.577 -0.636 1.962
H6 -1.852 -1.728 1.205
O8 1.022 -1.714 1.416
H7 1.500 -2.463 1.061
H8 1.240 -1.710 2.348
O9 0.121 0.678 2.488
H9 0.625 0.519 3.285
H10 -0.369 1.480 2.670
O10 -0.347 -1.359 -1.173
H11 -1.148 -1.601 -1.637
H12 0.354 -1.512 -1.807

=====

No. 8
# C22H44Cu2O13S2

A structure of composition C22H44Cu2O13S2 in a non-equilibrium geometry (ωB97M-V/def2-TZVPD, OMol25).

* spin multiplicity: 3
* HOMO level (spin up / spin down): -15.3 / -15.3 eV
* Kohn-Sham gap (spin up / spin down): 8.90 / 6.26 eV
* ⟨S²⟩: 2.0052
* E: -5919.416422 Eh
* ΔE to the lowest compared entry with this formula, charge and spin: 53.6 kcal/mol
* net charge: +2

Positions of all 83 atoms, in Å:
Cu1 8.355 6.974 9.153
Cu2 4.252 5.206 12.123
S1 6.211 5.878 10.432
O1 4.752 6.034 10.262
O2 6.982 7.143 10.691
O3 6.280 4.968 11.576
O4 6.964 5.340 9.255
C1 11.873 5.104 7.542
C2 10.980 3.876 7.602
C3 9.569 4.396 7.785
O5 9.667 5.822 7.988
C4 10.895 6.249 7.309
H1 12.625 5.169 6.759
H2 12.297 5.314 8.524
H3 11.299 3.159 8.353
H4 10.967 3.374 6.630
H5 9.137 3.836 8.621
H6 8.848 4.238 6.981
H7 11.281 7.209 7.645
H8 10.536 6.334 6.278
C5 4.280 1.080 10.584
C6 2.934 1.561 10.064
C7 2.897 3.049 10.431
O6 4.148 3.337 11.088
C8 5.083 2.363 10.556
H9 4.748 0.288 9.997
H10 4.143 0.593 11.550
H11 2.109 1.059 10.571
H12 2.760 1.448 8.995
H13 2.000 3.327 10.986
H14 2.770 3.630 9.510
H15 6.053 2.406 11.050
H16 5.351 2.716 9.552
C9 10.023 6.965 12.748
C10 10.845 5.664 12.578
C11 10.663 5.293 11.069
O7 10.052 6.444 10.495
C12 10.180 7.580 11.399
H17 10.599 7.564 13.454
H18 8.982 6.769 12.994
H19 10.594 4.854 13.257
H20 11.853 6.028 12.781
H21 9.933 4.487 10.975
H22 11.640 4.956 10.722
H23 9.323 8.248 11.247
H24 11.137 8.062 11.206
C13 0.473 7.268 11.002
C14 -0.055 6.137 11.899
C15 1.178 5.768 12.700
O8 2.283 5.941 11.777
C16 1.938 6.917 10.790
H25 0.327 8.166 11.616
H26 -0.144 7.467 10.129
H27 -0.333 5.277 11.283
H28 -0.878 6.355 12.575
H29 1.123 4.783 13.167
H30 1.307 6.433 13.562
H31 1.953 6.375 9.840
H32 2.543 7.819 10.728
C17 4.588 8.785 15.022
C18 6.014 8.356 14.891
C19 5.985 7.066 14.020
O9 4.655 7.001 13.401
C20 3.977 8.209 13.770
H33 4.340 9.847 14.955
H34 4.153 8.488 15.979
H35 6.587 7.992 15.743
H36 6.578 9.112 14.339
H37 6.038 6.188 14.669
H38 6.893 7.012 13.419
H39 2.888 8.115 13.783
H40 4.112 8.911 12.936
C21 6.003 10.747 11.374
C22 7.041 11.700 10.759
O10 6.994 12.835 11.619
S2 6.853 12.311 13.121
O11 6.199 13.238 13.969
O12 8.115 11.713 13.497
O13 5.789 11.184 12.702
H41 6.341 9.704 11.354
H42 5.033 10.659 10.883
H43 6.832 12.018 9.739
H44 8.061 11.316 10.704

=====

No. 9
# C2H9Cl2N2Si

The ion C2H9Cl2N2Si with charge +1 in a non-equilibrium geometry (ωB97M-V/def2-TZVPD, OMol25).

* HOMO level: -14.5 eV
* Kohn-Sham gap: 11.41 eV
* E: -1400.867730 Eh
* ΔE to the lowest compared entry with this formula, charge and spin: 0.0 kcal/mol
* SMILES: C[NH2+]CN[SiH](Cl)Cl
* net charge: +1

Positions of all 16 atoms, in Å:
C1 0.519 0.146 1.789
C2 -0.759 -0.583 -0.195
N1 -0.656 -0.572 -1.745
N2 0.437 0.121 0.321
Si1 0.285 -1.758 -2.605
Cl1 1.974 -1.768 -1.426
Cl2 -0.469 -3.605 -2.621
H1 -0.352 0.647 2.212
H2 0.559 -0.872 2.170
H3 1.415 0.673 2.109
H4 -1.671 -0.067 0.097
H5 -0.758 -1.605 0.177
H6 -1.426 -0.090 -2.185
H7 1.249 -0.402 -0.112
H8 0.451 1.075 -0.059
H9 0.611 -1.182 -3.889